Entry 1:
The following is a DFT calculation (ωB97M-V with the def2-TZVPD basis set) of C5H8N4O in the gas phase.

HOMO, eV: -9.7
SMILES: N#C[C@@]1(O)NC=NCCN1
Energy, Ha: -489.530361

ORCA input file:
```
! wB97M-V def2-TZVPD RIJCOSX def2/J DEFGRID3
* xyz 0 1
N 0.169 -2.346 -2.784
C -0.075 -1.419 -2.122
C -0.329 -0.570 -0.903
O -1.634 -0.115 -1.480
N -0.395 -1.400 0.248
C -0.311 -1.069 1.594
N 0.187 -0.076 2.207
C 0.891 1.012 1.568
C 0.354 1.476 0.223
N 0.585 0.492 -0.832
H -1.498 0.519 -2.190
H -0.827 -2.301 0.067
H -0.780 -1.855 2.199
H 1.949 0.724 1.449
H 0.880 1.869 2.257
H 0.886 2.390 -0.068
H -0.714 1.732 0.309
H 0.662 0.935 -1.741
*
```

=====

Entry 2:
The following is a DFT calculation (ωB97M-V with the def2-TZVPD basis set) of 2 unconnected molecules or ions with the total composition C5H8N4O2.

HOMO, eV: -9.9
SMILES: C[C@@]1(c2ncn[nH]2)OC1=O.N
Energy, Ha: -564.754566

ORCA input file:
```
! wB97M-V def2-TZVPD RIJCOSX def2/J DEFGRID3
* xyz 0 1
C -0.662 1.522 0.774
C 0.448 0.656 0.208
C 0.031 -0.171 -0.946
N -1.222 -0.252 -1.447
C -1.010 -1.079 -2.523
N 0.237 -1.486 -2.700
N 0.930 -0.966 -1.645
O 1.539 1.700 -0.185
C 1.779 0.817 0.749
O 2.649 0.364 1.452
H -0.496 2.580 0.338
H -1.692 1.287 0.476
H -0.554 1.577 1.960
H -1.692 -1.326 -3.320
H 1.866 -1.217 -1.509
N -0.296 -0.838 1.922
H -0.307 -0.638 2.895
H -0.222 -1.852 1.932
H -1.328 -0.678 1.569
*
```

=====

Entry 3:
The following is a DFT calculation (ωB97M-V with the def2-TZVPD basis set) of a gas-phase ion, C5H8N5 (charge +1).

HOMO, eV: -12.1
Energy, Ha: -468.685550

ORCA input file:
```
! wB97M-V def2-TZVPD RIJCOSX def2/J DEFGRID3
* xyz 1 1
C -0.490 1.451 -0.441
C -2.637 0.252 -0.210
C 1.258 -0.790 0.223
C 3.046 1.138 -0.157
C -3.959 -0.273 -0.070
N 0.793 1.390 -0.374
N -1.523 0.629 -0.184
N 4.065 0.464 -0.078
N 1.700 0.530 -0.106
N 2.184 -1.691 0.232
H -0.863 2.467 -0.777
H 2.751 2.252 -0.209
H -4.646 0.024 -0.865
H -4.361 0.059 0.931
H -3.918 -1.457 -0.121
H 4.974 0.975 -0.158
H 2.117 -2.722 0.356
H 3.166 -1.334 0.116
*
```

=====

Entry 4:
The following is a DFT calculation (ωB97M-V with the def2-TZVPD basis set) of a gas-phase ion, C5H8N5 (charge +1).

HOMO, eV: -13.0
SMILES: [H]/N=C/Nc1[nH]ncc1C=[NH2+]
Energy, Ha: -468.835986

ORCA input file:
```
! wB97M-V def2-TZVPD RIJCOSX def2/J DEFGRID3
* xyz 1 1
H -1.160 -3.066 1.294
N -0.710 -2.211 0.937
C -0.149 -2.452 -0.163
N 0.393 -1.503 -0.973
C 0.472 -0.140 -0.944
N 1.075 0.517 -1.932
N 1.059 1.830 -1.829
C 0.486 2.108 -0.693
C 0.028 0.937 -0.028
C -0.469 0.815 1.252
N -0.944 1.699 2.083
H -0.037 -3.380 -0.608
H 1.000 -1.998 -1.600
H 1.613 0.008 -2.628
H 0.347 3.065 -0.232
H -0.522 -0.342 1.458
H -1.404 1.506 2.944
H -1.077 2.606 1.660
*
```

=====

Entry 5:
The following is a DFT calculation (ωB97M-V with the def2-TZVPD basis set) of a gas-phase ion, C5H8N5 (charge +1).

HOMO, eV: -12.7
Energy, Ha: -468.701087

ORCA input file:
```
! wB97M-V def2-TZVPD RIJCOSX def2/J DEFGRID3
* xyz 1 1
C 3.053 0.341 -0.049
C 1.224 -0.696 -0.046
C 0.167 -1.603 -0.305
C -1.077 -1.342 0.161
C -1.275 1.086 0.229
N 2.544 -0.882 -0.261
N 2.139 1.234 0.234
N 1.022 0.560 0.317
N -1.608 1.013 -1.012
N -1.398 -0.194 1.024
H 4.041 0.664 -0.072
H 0.511 -2.369 -0.969
H -1.903 -1.841 -0.048
H -1.110 2.068 0.837
H -1.396 0.177 -1.531
H -1.850 1.883 -1.418
H -2.414 -0.137 1.223
H -0.671 0.037 1.686
*
```

=====

Entry 6:
The following is a DFT calculation (ωB97M-V with the def2-TZVPD basis set) of 2 unconnected molecules or ions with the total composition C5H8N5O2.

HOMO, eV: -13.0
Energy, Ha: -619.222953

ORCA input file:
```
! wB97M-V def2-TZVPD RIJCOSX def2/J DEFGRID3
* xyz 1 1
C -2.077 -2.142 -0.064
C -1.994 -0.082 -0.820
C -1.187 -0.211 0.302
C -2.310 1.156 -1.537
C 0.473 0.498 1.775
N -1.303 -1.512 0.810
N -0.251 0.737 0.780
N -2.495 -1.318 -1.040
N 3.575 0.943 0.422
N 4.597 0.277 0.068
O -3.211 1.118 -2.393
O 2.508 0.419 0.339
H -2.455 -3.135 0.133
H -1.785 2.060 -1.223
H 0.525 -0.558 1.910
H -3.313 -1.282 -1.658
H -0.392 1.721 0.516
H 4.360 -0.580 -0.388
H 5.561 0.610 -0.012
H 1.177 1.283 2.082
*
```

=====

Entry 7:
The following is a DFT calculation (ωB97M-V with the def2-TZVPD basis set) of a molecular structure, C5H8NO.

HOMO (spin up / spin down), eV: -1.8 / -1.8
Energy, Ha: -325.128127

ORCA input file:
```
! wB97M-V def2-TZVPD RIJCOSX def2/J DEFGRID3
* xyz -1 1
C 0.857 1.047 2.307
C 0.589 0.482 1.266
C 1.191 -0.734 -0.640
C -1.330 -0.725 0.061
C 0.109 -0.013 -0.002
N -0.173 1.333 -1.309
O -1.233 0.991 -2.040
H 1.255 1.326 3.222
H 2.059 -0.154 -1.016
H 1.452 -1.533 0.058
H 0.611 -1.319 -1.384
H -2.038 -0.468 -0.712
H -1.259 -1.749 -0.157
H -1.803 -0.597 1.053
H -0.286 2.114 -0.707
*
```

=====

Entry 8:
The following is a DFT calculation (ωB97M-V with the def2-TZVPD basis set) of a gas-phase ion, C5H8NO (charge +1).

HOMO, eV: -14.5
SMILES: C/C=C/[N+](C)=C=O
Energy, Ha: -324.954099

ORCA input file:
```
! wB97M-V def2-TZVPD RIJCOSX def2/J DEFGRID3
* xyz 1 1
C 0.593 -0.172 -2.520
C 0.490 0.232 -1.076
C -0.093 -0.488 -0.080
N -0.157 0.116 1.243
C -1.293 -0.145 2.043
C 0.917 0.719 1.377
O 1.870 1.288 1.624
H 0.301 0.734 -3.037
H 0.003 -1.008 -2.802
H 1.708 -0.373 -2.826
H 0.905 1.094 -0.728
H -0.532 -1.568 -0.145
H -1.990 0.643 1.689
H -0.916 0.073 3.124
H -1.807 -1.144 2.115
*
```

=====

Entry 9:
The following is a DFT calculation (ωB97M-V with the def2-TZVPD basis set) of 2 unconnected molecules or ions with the total composition C5H8NO.

HOMO, eV: -14.5
Energy, Ha: -324.893270

ORCA input file:
```
! wB97M-V def2-TZVPD RIJCOSX def2/J DEFGRID3
* xyz 1 1
C 1.341 0.671 -0.037
C 1.665 1.972 0.059
C -2.155 0.164 0.299
C 1.241 -0.556 -0.213
C 1.376 -1.957 -0.049
N -1.151 -0.264 -0.379
O -3.021 1.009 -0.176
H 1.953 2.535 0.938
H 1.780 2.342 -0.894
H -2.218 0.088 1.481
H 1.792 -2.372 -0.964
H 0.293 -2.323 0.110
H 2.017 -2.101 0.859
H -1.122 -0.148 -1.409
H -3.792 0.940 0.374
*
```

=====

Entry 10:
The following is a DFT calculation (ωB97M-V with the def2-TZVPD basis set) of a gas-phase ion, C5H8NO (charge +1).

HOMO, eV: -14.0
SMILES: C=[N+]1CC[C@H]2O[C@H]21
Energy, Ha: -324.930105

ORCA input file:
```
! wB97M-V def2-TZVPD RIJCOSX def2/J DEFGRID3
* xyz 1 1
C 1.314 0.259 -1.609
N 0.720 0.218 -0.475
C 0.253 -0.981 0.286
C -1.103 -0.426 0.897
C -0.842 0.910 1.402
O 0.491 1.235 1.656
C 0.398 1.399 0.267
H 1.722 1.223 -2.048
H 1.660 -0.693 -2.177
H 1.004 -1.005 1.186
H 0.206 -1.711 -0.481
H -1.744 -0.607 0.061
H -1.405 -1.066 1.779
H -1.573 1.692 1.644
H 0.650 2.250 -0.313
*
```

=====

Entry 11:
The following is a DFT calculation (ωB97M-V with the def2-TZVPD basis set) of a gas-phase ion, C5H8NO2 (charge +1).

HOMO, eV: -14.5
SMILES: CC1=C[C@H]2[NH2+][C@@H]1OO2
Energy, Ha: -400.093954

ORCA input file:
```
! wB97M-V def2-TZVPD RIJCOSX def2/J DEFGRID3
* xyz 1 1
C -2.154 -0.750 -0.598
C -0.819 -0.125 -0.314
C -0.268 1.026 -0.648
C 1.170 1.036 -0.199
N 1.138 0.328 1.167
C 0.668 -0.950 0.515
O 1.604 -1.211 -0.373
O 1.978 0.137 -0.936
H -2.768 0.246 -0.560
H -2.338 -1.533 0.133
H -2.060 -1.203 -1.591
H -0.776 1.953 -1.082
H 1.647 1.946 0.065
H 2.165 0.200 1.516
H 0.511 0.663 1.815
H 0.300 -1.761 1.091
*
```

=====

Entry 12:
The following is a DFT calculation (ωB97M-V with the def2-TZVPD basis set) of a gas-phase ion, C5H8NO2S (charge +1).

HOMO (spin up / spin down), eV: -11.9 / -13.2
Energy, Ha: -798.249836

ORCA input file:
```
! wB97M-V def2-TZVPD RIJCOSX def2/J DEFGRID3
* xyz 1 1
C 2.488 1.188 -1.465
C 0.211 1.645 -0.964
C -0.965 2.488 -1.256
C -0.358 -1.946 0.963
C 1.020 -1.275 0.881
N 1.272 -0.030 0.269
O 1.403 1.815 -1.577
O 0.121 0.721 -0.047
S 3.928 0.664 -1.410
H -0.703 3.344 -2.011
H -1.816 1.813 -1.447
H -1.240 3.109 -0.425
H -0.358 -3.000 0.618
H -0.824 -1.887 1.943
H -0.967 -1.392 0.244
H 1.672 -1.926 0.327
H 1.627 -1.292 1.832
*
```

=====

Entry 13:
The following is a DFT calculation (ωB97M-V with the def2-TZVPD basis set) of 2 unconnected molecules or ions with the total composition C5H8NOS.

HOMO, eV: -13.7
Energy, Ha: -723.193375

ORCA input file:
```
! wB97M-V def2-TZVPD RIJCOSX def2/J DEFGRID3
* xyz 1 1
C -0.361 -1.591 -0.367
C -0.312 -1.981 -1.669
C -0.579 0.489 -1.500
C -0.552 -0.184 -0.241
C -0.844 0.430 0.936
N 1.575 1.597 1.187
O -0.843 -0.050 2.111
S -0.410 -0.566 -2.789
H -0.266 -2.436 0.341
H -0.213 -2.871 -2.087
H -0.785 1.491 -1.769
H -1.147 1.505 0.686
H 1.639 1.325 0.207
H 1.247 2.508 1.344
H 2.399 1.302 1.634
H -0.549 -0.968 1.977
*
```

=====

Entry 14:
The following is a DFT calculation (ωB97M-V with the def2-TZVPD basis set) of a gas-phase ion, C5H8NS (charge +1).

HOMO, eV: -14.3
Energy, Ha: -647.952999

ORCA input file:
```
! wB97M-V def2-TZVPD RIJCOSX def2/J DEFGRID3
* xyz 1 1
C -1.750 0.033 -0.004
C -2.452 -0.614 1.084
C 0.665 0.234 -0.317
C 1.317 -0.961 -0.895
C 1.505 1.372 0.111
N -0.592 0.358 -0.311
S -3.390 0.152 -0.321
H -2.476 -1.696 1.133
H -2.530 -0.115 2.042
H 2.020 -0.664 -1.673
H 0.600 -1.669 -1.303
H 1.905 -1.455 -0.121
H 1.722 1.987 -0.765
H 2.458 1.033 0.506
H 0.998 2.005 0.836
*
```

=====

Entry 15:
The following is a DFT calculation (ωB97M-V with the def2-TZVPD basis set) of a molecular structure, C5H8NS.

HOMO (spin up / spin down), eV: -11.6 / -15.8
Energy, Ha: -647.723900

ORCA input file:
```
! wB97M-V def2-TZVPD RIJCOSX def2/J DEFGRID3
* xyz 1 3
C 0.528 1.661 0.247
C -0.837 1.337 -0.267
C 0.519 -0.280 0.187
C 0.545 -0.998 -1.082
C -0.199 -0.923 1.296
N 1.454 0.820 0.466
S -0.197 3.131 -0.023
H -0.815 1.020 -1.380
H -1.698 0.889 0.357
H 1.469 -1.669 -1.162
H 0.619 -0.273 -1.901
H -0.269 -1.671 -1.372
H 0.272 -1.888 1.513
H -1.348 -1.062 1.064
H -0.041 -0.094 2.056
*
```

=====

Entry 16:
The following is a DFT calculation (ωB97M-V with the def2-TZVPD basis set) of C5H8O in the gas phase.

HOMO, eV: -10.0
SMILES: C#CCCCO
Energy, Ha: -270.478313

ORCA input file:
```
! wB97M-V def2-TZVPD RIJCOSX def2/J DEFGRID3
* xyz 0 1
C -0.190 1.036 -2.473
C 0.040 1.231 -1.306
C 0.236 1.348 0.145
C -0.437 0.165 0.859
C 0.297 -1.137 0.579
O -0.514 -2.208 1.021
H -0.410 0.859 -3.503
H -0.185 2.297 0.498
H 1.310 1.375 0.377
H -0.480 0.343 1.940
H -1.466 0.065 0.498
H 0.503 -1.208 -0.500
H 1.267 -1.128 1.105
H -0.078 -3.030 0.766
*
```

=====

For the records above, the corresponding maximum force values read 3.44; 4.78; 5.22; 4.58; 4.33; 4.47; 3.66; 4.80; 3.34; 5.78; 5.46; 3.08; 5.36; 0.75; 3.21; 0.52 eV/A.